Computed, not measured: a molecular structure, C29H29N4S4Tc in a non-equilibrium geometry, with the ωB97M-V functional and the def2-TZVPD basis.

```
67
Properties=species:S:1:pos:R:3:forces:R:3
Tc 0.672636 -0.055583 0.081428 1.44 -0.15 0.23
C -0.357076 -2.218998 -3.240051 -0.08 0.01 -0.39
N -0.972152 -2.014274 -1.942714 2.07 1.39 -1.16
C -1.585485 -0.706763 -1.948752 -1.61 -0.65 -0.92
C -2.273810 -0.234858 -0.700450 0.09 0.28 0.85
N -1.350903 0.675073 0.119883 -1.65 -0.62 0.34
C -1.893033 0.675915 1.538201 -0.07 -0.21 0.46
C -1.445144 2.053757 -0.301383 0.90 1.50 -0.30
C -2.657591 2.727677 -0.385427 0.39 0.63 0.55
C -2.696564 4.126791 -0.389303 0.61 0.19 -0.55
C -1.525813 4.884235 -0.544247 0.86 -0.94 0.53
C -0.287636 4.157698 -0.632175 -1.13 1.79 -0.13
C -0.244017 2.792041 -0.404159 -0.79 0.29 -0.49
S 1.360636 2.123507 -0.225154 -0.50 -0.17 0.06
C -1.258143 -3.099062 -1.155599 -0.43 -1.12 1.85
C -1.809791 -4.270767 -1.694813 -0.52 -0.68 1.00
C -2.278596 -5.338013 -0.893489 1.08 0.97 0.92
C -2.103041 -5.253779 0.507214 0.40 0.81 -0.76
C -1.423020 -4.122897 1.058695 -1.28 -1.98 0.22
C -0.976726 -3.090242 0.264896 -0.61 0.52 -0.69
S -0.164792 -1.840530 1.256687 0.44 -1.24 -0.75
H -1.074103 -2.281406 -4.060885 -0.31 -0.14 -0.03
H 0.268910 -3.091105 -3.267242 0.09 -0.58 0.17
H 0.296023 -1.385711 -3.511577 -0.08 0.18 0.21
H -2.339689 -0.672136 -2.796178 0.45 -0.10 0.73
H -0.850648 0.023753 -2.271677 0.39 0.37 0.02
H -2.645698 -1.042482 -0.012926 0.39 0.71 -0.93
H -3.099643 0.392928 -1.040837 -0.10 -0.25 0.38
H -2.872442 1.189389 1.520024 0.46 -0.47 0.18
H -1.179072 1.229346 2.169283 -0.40 -0.20 -0.26
H -1.944814 -0.377258 1.896783 -0.23 1.03 -0.24
H -3.589494 2.211308 -0.258416 -0.28 -0.22 -0.05
H -3.652926 4.624154 -0.298622 -0.01 -0.02 -0.05
H -1.561225 5.992365 -0.440108 0.16 -1.04 -0.52
H 0.666102 4.666018 -0.869060 -0.72 -0.14 0.48
H -1.962370 -4.417625 -2.745676 0.04 0.49 -0.50
H -2.722611 -6.203701 -1.385197 0.05 0.24 0.31
H -2.478386 -6.051488 1.142930 0.16 0.22 0.01
H -1.291889 -4.056427 2.154903 0.00 -0.14 -0.80
S 2.489543 -0.051890 1.599194 0.13 -0.33 0.74
C 1.906172 0.865183 3.018222 -1.16 0.99 -0.16
N 0.826730 1.609685 2.932257 1.42 -0.10 0.30
C 0.659666 2.427564 4.071743 0.98 -1.37 0.00
C -0.418986 3.274023 4.279638 0.52 0.59 1.26
C -0.604803 3.918791 5.517525 1.20 -1.78 -1.27
C 0.331009 3.625247 6.495844 1.42 -0.29 1.36
C 1.461447 2.768529 6.336763 -0.72 0.78 -1.38
C 1.660406 2.196509 5.064631 -1.65 0.28 0.86
S 2.769779 0.941285 4.607753 -0.44 0.23 -1.50
H -1.061776 3.502510 3.482748 -0.92 -0.03 -1.04
H -1.480892 4.506508 5.678622 -0.17 0.47 0.22
H 0.250539 4.086802 7.479494 -0.16 -0.07 -0.18
H 2.202073 2.613638 7.112075 -0.32 0.09 0.17
C 4.620696 -1.943482 -4.591774 0.23 -0.37 1.13
C 3.634719 -1.451842 -3.517810 -0.09 0.00 0.40
C 3.110812 -0.135443 -3.451399 0.09 -0.38 -0.23
C 2.122277 0.194889 -2.519440 2.10 -2.38 0.15
N 1.859843 -0.744711 -1.549027 -2.05 0.97 0.61
C 2.260567 -2.049597 -1.581364 0.64 1.85 0.01
C 3.213049 -2.377219 -2.513956 0.48 0.01 -0.70
H 5.538702 -2.312398 -4.078602 -0.55 0.24 -0.26
H 4.950615 -1.187874 -5.305661 -0.38 -0.01 0.08
H 4.204330 -2.835260 -5.102204 0.10 0.66 0.13
H 3.525021 0.685218 -4.051297 -0.42 -0.62 -0.20
H 1.692740 1.186550 -2.514706 -0.06 -0.32 0.44
H 1.858827 -2.701883 -0.789429 0.43 0.38 -0.47
H 3.720932 -3.332185 -2.404646 -0.31 -0.07 -0.45
```
Forces are in eV/Å.

Results
**HOMO energy (spin up / spin down)**: -10.33 / -10.15 eV
**Energy**: -3014.7855 Ha
**<S²>**: 3.785
**Kohn-Sham gap (spin up / spin down)**: 6.0 / 5.8 eV
**Multiplicity**: 4
**Relative energy (zero: lowest compared OMol25 entry of this formula, charge and spin)**: 2.54 kcal per mole
**Charge**: +1



Computed, not measured: a single C4H4N2S molecule in a non-equilibrium geometry, with the ωB97M-V functional and the def2-TZVPD basis.

```
11
Properties=species:S:1:pos:R:3:forces:R:3
C 0.032413 0.943328 -0.392438 0.37 0.61 0.17
C -0.183678 -0.460197 -0.853693 0.04 -0.05 -0.81
C -0.099811 -1.392186 0.193026 -0.14 -3.39 2.33
C -0.072598 -2.262558 1.064052 0.07 1.58 -1.70
H 0.146952 0.379934 1.625601 0.07 -1.12 0.62
H 0.132937 2.069047 1.309396 0.01 -1.05 -0.39
H 0.284863 1.671495 -2.146026 -0.38 -0.13 0.34
H -0.022791 -3.072005 1.780107 -0.05 0.56 -0.36
N 0.021122 1.099508 0.977072 -0.33 2.57 -0.80
N 0.226477 1.936210 -1.159502 0.21 0.11 -0.09
S -0.465888 -0.912575 -2.397595 0.14 0.31 0.70
```
Forces are in eV/Å.

Results
**HOMO energy**: -9.30 eV
**Energy**: -662.4273 Ha
**Kohn-Sham gap**: 7.7 eV
**SMILES string**: [H]/N=C(/N)C(=S)C#C
**Relative energy (zero: lowest compared OMol25 entry of this formula, charge and spin)**: 61.73 kcal per mole



Computed, not measured: a single C24H31NO7 molecule, with the ωB97M-V functional and the def2-TZVPD basis.

```
63
Properties=species:S:1:pos:R:3:forces:R:3
C -7.003775 3.995211 -1.861584 -0.25 -0.04 -0.26
H -6.968399 4.570933 -2.788626 -0.04 -0.04 0.08
H -7.477552 4.571513 -1.071325 0.03 -0.03 -0.03
H -7.553347 3.069700 -2.044890 0.01 0.09 0.02
O -5.687691 3.707218 -1.409395 0.22 0.06 0.28
C -4.920242 2.991062 -2.243941 0.17 0.00 0.17
O -5.294877 2.601629 -3.316814 -0.04 -0.05 -0.14
C -3.556256 2.752737 -1.640313 -0.01 -0.04 -0.24
H -3.684049 2.148946 -0.738487 -0.02 0.08 0.05
C -2.620334 2.051813 -2.623108 0.01 -0.01 0.16
C -1.289541 1.755999 -1.972463 -0.57 -0.29 -0.44
O -0.777327 0.665147 -1.914006 0.09 -0.03 0.04
O -0.749106 2.849669 -1.446660 0.33 0.41 0.29
C 0.506138 2.619357 -0.796243 -0.09 0.26 -0.18
C 0.282020 1.629828 0.341448 -0.28 -0.03 0.12
O -0.762356 1.630278 0.967765 0.17 0.13 -0.04
C 1.396396 0.743058 0.643034 0.24 -0.41 0.44
C 1.322482 -0.069011 1.735457 -0.07 0.59 -0.30
N 2.275683 -0.954031 2.080448 0.09 0.42 -0.03
C 3.394725 -1.075476 1.273552 0.34 0.21 -0.49
C 3.515662 -0.304734 0.165938 0.08 -0.26 0.20
C 2.516905 0.632733 -0.251869 -0.36 0.26 -0.24
C 2.591300 1.333932 -1.420408 0.40 -0.23 0.05
C 1.561100 2.220355 -1.854692 -0.26 0.01 0.01
O 1.492309 2.722431 -2.963218 -0.02 0.02 0.14
H 3.403568 1.162007 -2.110187 0.13 0.00 -0.05
H 4.399521 -0.387123 -0.444832 0.13 -0.07 0.04
C 4.446766 -2.037256 1.689794 -0.02 0.01 0.15
C 4.435756 -3.455228 1.174132 0.01 -0.18 0.03
C 5.516326 -2.514578 0.751475 0.02 0.06 0.00
H 6.507247 -2.649692 1.157392 0.01 0.00 0.10
H 5.512793 -2.176766 -0.271347 -0.08 0.06 -0.09
H 3.689896 -3.707269 0.435619 -0.09 0.07 -0.07
H 4.670407 -4.255815 1.859472 0.05 -0.02 0.08
H 4.763217 -1.913123 2.720555 0.03 -0.06 -0.06
C 1.994185 -1.857041 3.177663 -0.14 -0.71 0.26
H 2.918027 -2.103142 3.703285 -0.10 0.13 -0.01
H 1.334471 -1.336041 3.876527 0.13 0.02 -0.04
C 1.316529 -3.155253 2.719393 -0.26 0.35 -0.17
C -0.016231 -2.922448 2.006683 0.11 -0.22 0.04
O 0.254241 -2.304927 0.768880 0.14 -0.18 0.23
C -0.827880 -2.162105 -0.148644 -0.35 0.01 -0.42
C -1.234795 -3.505056 -0.760646 0.29 0.29 0.23
H -1.872890 -3.328373 -1.620931 -0.11 -0.01 -0.10
H -0.351586 -4.049132 -1.087135 0.06 -0.07 -0.07
H -1.782905 -4.116713 -0.045987 -0.08 -0.09 0.03
C -2.037910 -1.437592 0.436082 0.45 -0.07 0.01
H -2.735633 -1.228375 -0.369309 -0.13 0.02 -0.09
H -1.737576 -0.489753 0.875673 -0.02 0.10 0.06
H -2.544529 -2.043912 1.185341 -0.10 -0.07 0.06
H -0.393316 -1.528114 -0.928905 -0.13 -0.11 0.08
H -0.512844 -3.891713 1.861573 -0.03 0.11 0.05
H -0.670284 -2.293380 2.628586 -0.02 -0.05 -0.03
H 1.977369 -3.689131 2.038524 0.02 -0.09 0.04
H 1.144444 -3.777485 3.598843 0.02 -0.05 0.03
H 0.462734 0.009255 2.384736 -0.06 -0.08 0.04
C 0.949240 3.953511 -0.185445 -0.26 -0.18 -0.14
H 0.197246 4.296121 0.521921 -0.03 0.00 0.08
H 1.055737 4.685115 -0.982696 0.06 0.01 -0.06
H 1.902165 3.828478 0.323115 0.09 0.00 0.05
H -2.446401 2.694107 -3.488227 0.01 -0.04 -0.02
H -3.057867 1.116056 -2.970739 0.12 0.08 0.00
H -3.139107 3.711591 -1.329834 -0.07 -0.05 0.07
```
Forces are in eV/Å.

Results
**HOMO energy**: -7.50 eV
**Energy**: -1514.5681 Ha
**Kohn-Sham gap**: 7.7 eV
**SMILES string**: COC(=O)CCC(=O)O[C@]1(C)C(=O)C=C2C=C(C3CC3)N(CCCOC(C)C)C=C2C1=O
**Relative energy (zero: lowest compared OMol25 entry of this formula, charge and spin)**: 56.37 kcal per mole



Computed, not measured: 5 unconnected molecules or ions with the total composition C18H39BBr8O3P in a non-equilibrium geometry, with the ωB97M-V functional and the def2-TZVPD basis.

```
70
Properties=species:S:1:pos:R:3:forces:R:3
C 3.462797 1.146282 0.450065 0.02 -0.25 0.24
C 2.154519 0.352384 0.812922 1.63 0.49 -0.05
C 2.261194 0.008756 2.327316 -0.23 0.55 -0.10
C 2.120341 -0.864613 -0.139686 0.10 -0.30 -0.79
C 1.870261 -0.444846 -1.648358 -0.44 -0.27 1.22
C 1.162627 -2.013750 0.297986 0.87 -0.30 0.34
O 0.051538 -1.599772 1.056092 0.09 -0.86 -1.90
C -0.806010 -0.740060 0.328046 -2.50 1.52 0.97
O -0.941209 0.401595 1.163754 0.77 -0.78 -1.12
B -1.627810 -0.200026 2.368356 -1.02 1.60 0.30
O -2.545084 -1.225078 1.762144 -0.44 -0.11 -0.77
C -2.340735 -1.176939 0.354820 1.88 -0.67 1.65
P -3.553349 -0.027852 -0.493430 -1.86 -0.23 -0.86
C -2.750941 0.877187 -1.931590 0.92 0.32 0.57
C -4.104633 1.330314 0.666496 1.75 0.21 0.25
H 3.535384 2.106857 0.997382 -0.05 -0.67 -0.42
H 4.346194 0.545532 0.755290 -0.38 0.18 -0.32
H 3.526757 1.344933 -0.634342 0.03 0.04 0.42
H 1.335184 1.066648 0.628707 -0.10 -0.80 0.11
H 1.745325 0.812576 2.885424 0.11 -0.51 -0.08
H 1.813805 -0.950961 2.611294 -0.02 0.41 -0.11
H 3.317130 0.035198 2.657922 -0.35 -0.17 -0.19
H 3.144225 -1.296593 -0.136142 -0.46 0.04 0.23
H 1.035992 -1.073179 -2.005133 0.36 0.46 -0.25
H 1.558596 0.612544 -1.637940 0.17 -0.37 -0.49
H 2.747313 -0.626327 -2.286771 -0.25 0.33 0.17
H 1.744512 -2.689634 0.953211 -0.39 0.29 -0.10
H 0.888313 -2.641757 -0.580935 -0.07 0.39 0.25
H -0.563307 -0.541687 -0.730655 0.81 0.13 0.63
H -0.938746 -0.568609 3.285409 0.45 -0.69 -0.04
H -2.260079 0.736126 2.835663 -0.36 0.26 0.18
H -2.537422 -2.192725 -0.042063 0.12 0.39 -0.06
H -2.813405 0.323079 -2.879877 -0.12 0.06 0.42
H -3.210671 1.873147 -2.073748 -0.01 -0.52 0.13
H -1.679596 1.063808 -1.718945 -0.36 0.05 -0.15
H -4.306724 0.884462 1.653499 -0.11 0.10 -0.47
H -4.952654 1.911168 0.272026 0.17 -0.49 -0.03
H -3.243330 2.012110 0.833847 -0.52 -0.18 0.01
Br -7.277836 1.137809 4.240281 0.04 0.02 -0.08
C -7.769117 0.796598 2.385909 -0.23 0.10 0.17
C -7.913019 -0.678319 2.115329 0.30 -0.24 -0.25
Br -6.176162 -1.540487 1.959734 -0.08 0.01 0.14
H -7.012367 1.269913 1.766217 0.05 -0.12 0.02
H -8.721658 1.306724 2.246350 0.02 -0.05 -0.01
H -8.401766 -0.842142 1.155626 -0.03 0.10 0.03
H -8.462239 -1.202060 2.892890 -0.03 0.13 0.02
Br 4.198416 4.507693 -1.010439 -0.06 0.00 -0.02
C 2.358522 5.127598 -0.847939 0.19 0.16 -0.04
C 1.983007 5.381691 0.589459 -0.29 -0.22 0.21
Br 1.622807 3.730690 1.562970 -0.19 0.49 0.00
H 1.727544 4.385569 -1.329375 0.01 -0.03 0.10
H 2.325119 6.054388 -1.419147 -0.04 -0.01 0.05
H 1.051639 5.943766 0.642373 0.04 0.02 -0.09
H 2.755217 5.912337 1.139257 0.02 0.00 -0.10
Br 0.172424 1.306716 -4.439714 -0.01 0.05 -0.14
C 0.605056 0.554201 -6.181503 -0.21 -0.03 0.29
C 1.878057 -0.249538 -6.129503 0.16 0.05 -0.24
Br 3.447397 0.903555 -6.079975 -0.03 -0.06 0.07
H 0.650800 1.381579 -6.883634 0.09 -0.06 -0.01
H -0.239620 -0.085491 -6.433405 0.07 -0.03 -0.01
H 1.990534 -0.846188 -7.033530 -0.04 0.03 0.02
H 1.934885 -0.898322 -5.259774 -0.06 0.08 0.02
Br 4.194784 -3.012144 2.319063 0.08 -0.16 -0.02
C 3.651021 -4.877058 2.194279 0.04 0.29 0.23
C 4.830101 -5.807755 2.308900 -0.07 -0.21 -0.18
Br 5.865815 -5.856942 0.658830 0.04 0.02 0.07
H 3.110111 -4.986160 1.258272 0.06 -0.05 0.01
H 2.964119 -5.028245 3.025669 0.04 -0.05 -0.02
H 4.494506 -6.831941 2.465079 -0.03 0.04 -0.01
H 5.515603 -5.528332 3.103400 -0.05 0.07 -0.03
```
Forces are in eV/Å.

Results
**HOMO energy**: -3.64 eV
**Energy**: -21893.3012 Ha
**Kohn-Sham gap**: 5.7 eV
**Charge**: -1